Entry 1:
{"formula": "C17H16AuN8OS", "method": "ωB97M-V/def2-TZVPD", "symbols": ["Au", "S", "N", "C", "C", "C", "C", "C", "N", "C", "C", "N", "C", "C", "C", "C", "C", "N", "H", "H", "H", "H", "H", "H", "C", "O", "C", "C", "H", "H", "H", "H", "H", "H", "N", "C", "N", "N", "C", "N", "H", "H", "H", "H"], "xyz": [[-0.26405, 0.59595, 0.07025], [-0.88784, -5.77415, 4.10102], [-0.67311, -5.54585, 2.51732], [-0.62108, -4.24097, 2.31991], [-0.44240, -3.59244, 1.03019], [-0.30449, -4.26186, -0.15640], [-0.13472, -3.52655, -1.34625], [-0.10913, -2.15943, -1.28414], [-0.24088, -1.47681, -0.13027], [-0.41355, -2.16982, 1.04633], [-0.54967, -1.42606, 2.22931], [-0.51291, -0.05574, 2.13312], [-0.60312, 0.69455, 3.24567], [-0.75555, 0.15658, 4.49333], [-0.81699, -1.24859, 4.62594], [-0.71245, -2.03168, 3.50828], [-0.75039, -3.48638, 3.51930], [-0.89622, -4.23769, 4.59562], [-0.32807, -5.34318, -0.16264], [-0.02422, -4.02097, -2.29941], [0.02087, -1.55261, -2.16912], [-0.54145, 1.76725, 3.10663], [-0.82402, 0.80502, 5.35372], [-0.93911, -1.71497, 5.59385], [0.94653, 4.68396, 0.39846], [0.82505, 3.23800, 0.23717], [-0.29258, 2.62007, 0.25474], [-1.55580, 3.36982, 0.44858], [0.47811, 4.99311, 1.32880], [0.49797, 5.18241, -0.45669], [2.01396, 4.86581, 0.42859], [-1.51761, 4.42693, 0.19484], [-1.80768, 3.27069, 1.51275], [-2.35648, 2.87200, -0.09479], [2.73259, 2.03560, -5.93084], [1.75654, 1.58136, -5.13742], [0.70334, 0.96600, -5.70081], [1.88386, 1.78579, -3.83868], [0.95830, 1.33205, -3.04297], [0.14196, 0.91638, -2.32573], [2.72340, 1.90981, -6.92596], [3.52570, 2.47508, -5.49801], [0.67977, 0.74842, -6.68093], [-0.01240, 0.57312, -5.11268]], "nbo_charge": [1.0681, 0.9347, -0.6089, 0.1857, -0.1143, -0.1387, -0.2972, 0.0622, -0.6195, 0.1983, 0.0902, -0.5396, 0.0457, -0.2923, -0.1399, -0.0656, 0.0972, -0.5870, 0.2406, 0.2299, 0.2136, 0.1848, 0.2324, 0.2408, -0.2832, -0.4200, 0.3460, -0.7795, 0.2072, 0.2094, 0.2308, 0.2394, 0.2820, 0.2737, -0.7627, 0.6590, -0.7872, -0.6385, 0.5239, -0.5957, 0.4093, 0.4285, 0.4129, 0.4233], "spin_multiplicity": 3, "orbital_gap_ev": [4.675, 7.313], "total_charge": 1, "e_homo_ha": [-0.2854, -0.4008]}


Entry 2:
{"formula": "C19H18Cl4IN2O2S", "method": "ωB97M-V/def2-TZVPD", "symbols": ["C", "C", "C", "C", "Cl", "C", "C", "Cl", "C", "C", "Cl", "C", "C", "O", "C", "C", "O", "C", "N", "C", "C", "C", "C", "Cl", "C", "S", "N", "C", "H", "H", "H", "H", "H", "H", "H", "H", "H", "H", "H", "H", "H", "H", "H", "H", "H", "H", "I"], "xyz": [[1.44623, -4.89341, 1.49740], [1.42559, -3.65729, 2.05402], [0.78175, -2.42664, 1.44431], [-0.44115, -2.00461, 1.92719], [-1.19207, -2.91732, 3.23391], [-1.10915, -0.81366, 1.40063], [-2.43621, -0.33407, 1.94228], [-2.38233, 1.21820, 2.81951], [-3.59170, -0.98935, 1.80510], [-4.86645, -0.37235, 2.43339], [-3.61536, -2.52643, 0.95621], [-0.45382, -0.11107, 0.38453], [-1.15657, 1.14203, -0.18494], [-2.38271, 0.70285, -0.74806], [-2.83844, 1.57719, -1.75800], [-3.53247, 2.92179, -1.36272], [-2.72295, 1.24697, -2.91302], [0.84124, -0.53049, -0.12196], [1.42500, 0.23620, -1.08520], [2.60431, -0.20044, -1.49664], [3.29337, 0.66218, -2.57854], [3.16277, 2.17548, -2.16346], [3.98512, 2.53767, -0.89990], [3.02215, 2.39508, 0.64328], [3.18438, -1.42543, -0.97016], [4.79234, -1.96402, -1.66146], [2.67250, -2.21169, -0.03612], [1.47682, -1.70063, 0.37987], [1.83747, -5.11152, 0.48496], [1.11053, -5.78185, 2.06688], [1.95681, -3.52049, 3.01747], [-5.04265, 0.62770, 1.99975], [-4.67527, -0.34532, 3.52194], [-5.74381, -0.99662, 2.18015], [-0.48617, 1.65012, -0.90533], [-1.30095, 1.86110, 0.65050], [-4.22653, 2.78701, -0.38865], [-4.18358, 3.16354, -2.20875], [-2.77675, 3.71594, -1.21722], [4.37341, 0.46955, -2.65369], [2.78016, 0.55256, -3.55049], [2.10228, 2.44975, -2.01517], [3.54522, 2.82134, -2.98465], [4.88165, 1.90321, -0.76796], [4.33950, 3.58561, -0.93846], [5.73528, -1.39312, -0.85318], [-5.61881, 3.82471, -0.37955]], "nbo_charge": [-0.3912, -0.1712, -0.1338, 0.1177, 0.0050, -0.0936, -0.0604, 0.0009, 0.0160, -0.6589, 0.0159, 0.0176, -0.1079, -0.5763, 0.7940, -0.8190, -0.5958, 0.1995, -0.3772, 0.1749, -0.4420, -0.4196, -0.3555, -0.0907, 0.0678, -0.0600, -0.3512, 0.1104, 0.2070, 0.1998, 0.2140, 0.2668, 0.2291, 0.2274, 0.2114, 0.1978, 0.2306, 0.2442, 0.2209, 0.2258, 0.2389, 0.2457, 0.2133, 0.2042, 0.2169, 0.1404, -0.7494], "orbital_gap_ev": 3.419, "total_charge": -1, "e_homo_ha": -0.0873}


Energy relative to the best compared isomer or geometry (same formula, charge and spin) in kcal per mole, matching the order above: 0.95; 0.00